No. 1
Computed, not measured: a 8-piece molecular cluster, C12H40O8 overall in a non-equilibrium geometry, with ωB97M-V/def2-TZVPD.

```
! RIJCOSX wB97M-V def2-TZVPD def2/J DEFGRID3
* xyz 0 1
O 9.3928 -0.0582 -3.7643
O 2.6387 0.7506 -8.4461
O 6.7818 4.8324 -3.2915
O 3.7944 -0.0547 -5.9991
O 2.6064 -5.2379 -7.1435
O 2.2724 -0.1828 -3.5575
O 4.7038 4.6404 -5.7423
O 8.7350 0.1847 -6.5851
C 6.5505 3.7874 -2.3238
C 4.8075 -4.8377 -6.1612
C 6.5341 2.4653 -3.0648
C 8.5231 1.1738 -7.5959
C 8.7566 -1.3286 -3.7554
C 5.2640 4.0295 -1.5548
C 5.1542 -0.4143 -5.9076
C 2.7375 -3.5446 -5.4583
C 3.2544 0.5828 -2.8629
C 1.6457 -0.2645 -8.4919
C 3.4713 -4.2244 -6.5787
C 3.9655 3.9494 -6.7583
H 4.9174 3.0781 -1.1214
H 5.2687 -5.3058 -7.0308
H 5.3549 -1.4439 -5.5841
H 4.3338 4.2487 -7.7415
H 4.6383 -5.6172 -5.4173
H 2.9631 0.7770 -7.5354
H 1.0308 -0.1078 -9.3778
H 9.3509 0.2979 -4.6610
H 7.7639 0.8339 -8.3025
H 4.4422 4.3638 -2.1894
H 3.8291 1.1130 -3.6163
H 6.4258 1.6082 -2.3902
H 2.8389 1.2456 -2.1037
H 7.4009 3.8368 -1.6441
H 8.6436 -1.6067 -2.7116
H 9.4623 1.3373 -8.1266
H 5.6497 -0.2339 -6.8567
H 2.7139 -4.1364 -4.5378
H 8.1856 2.0894 -7.1199
H 3.6599 -3.4940 -7.3795
H 1.7169 -3.2799 -5.7290
H 5.6403 0.1926 -5.1300
H 2.8991 4.1721 -6.7083
H 3.3545 -0.2337 -5.1585
H 4.6537 5.5756 -5.9610
H 7.7648 -1.3102 -4.2263
H 5.6767 2.3962 -3.7450
H 4.1539 2.8931 -6.5946
H 0.9865 -0.2028 -7.6202
H 3.2449 -2.6211 -5.1681
H 5.4493 -4.0601 -5.7456
H 3.9627 -0.0787 -2.3445
H 8.5733 -0.7055 -6.9027
H 2.0836 -1.2660 -8.5468
H 1.6870 -0.6137 -2.9301
H 2.9947 -5.5122 -7.9792
H 9.3529 -2.0652 -4.3068
H 7.4251 2.3378 -3.6761
H 5.9649 4.8746 -3.8044
H 5.3826 4.6772 -0.6872
*
```

M: 312.44 g mol⁻¹
LUMO level: 0.39 eV
Energy above the lowest of the compared OMol25 structures with the same formula, charge and spin: 312.9 kJ/mol
SMILES: CC(C)O.CC(C)O.CO.CO.CO.CO.CO.CO
HOMO: -9.83 eV
Orbital gap: 10.22 eV

---

No. 2
Computed, not measured: C24H26N8O5Ru as an isolated structure, with ωB97M-V/def2-TZVPD.

```
! RIJCOSX wB97M-V def2-TZVPD def2/J DEFGRID3
* xyz -1 6
Ru 0.3264 0.3452 -0.8146
O -1.5949 0.0670 -1.5269
O 1.4006 -2.2337 -2.3845
O 2.2955 0.2280 -0.3389
O 1.7866 -1.4600 -4.4446
O 4.9498 0.5569 0.5248
N 0.6351 2.3270 -1.6708
N -0.1986 0.9912 0.8577
N 0.6201 2.2024 -3.0895
N 1.0143 -0.0782 -2.7914
N -1.2091 -1.9668 -0.4662
N -0.0619 -1.4464 -0.1793
N 1.4066 -1.3010 -3.2203
N 1.8068 1.0965 -4.7800
C -2.0488 1.3699 2.3348
C 4.1132 -0.4384 0.9718
C -4.1906 -0.6940 -2.1881
C 4.4997 1.6733 -0.2217
C -3.0182 0.9432 1.2712
C 0.7799 -2.1602 0.7075
C -5.9442 -2.3443 -2.1532
C 0.2753 1.7266 3.0857
C -1.9668 -1.1301 -1.2074
C -5.0867 -3.2261 -1.5032
C 4.7006 -1.2784 1.8947
C 1.1654 0.9868 -3.5567
C -0.6461 1.3492 2.0520
C 2.7175 -2.6150 2.0203
C -3.3289 -1.5717 -1.5311
C -1.5791 2.1329 4.5837
C 3.9921 -2.3752 2.4225
C -5.4883 -1.0786 -2.4941
C 2.7839 -0.6261 0.5241
C -3.7912 -2.8477 -1.1951
C -0.2109 2.1166 4.3181
C 1.7493 1.6640 2.8161
C -2.4793 1.7558 3.5899
C 2.0541 -1.7766 1.0542
H -3.5446 1.7660 3.7957
H 0.4927 2.4060 5.0915
H -3.0117 -0.1440 1.1529
H 3.7196 2.2255 0.3059
H -6.1476 -0.3857 -3.0029
H 1.5156 2.7079 -1.3288
H -5.4323 -4.2174 -1.2361
H 1.9862 2.0543 1.8260
H -4.0335 1.2503 1.5257
H -6.9574 -2.6433 -2.3913
H 4.4682 -3.0249 3.1467
H 1.9848 0.1271 -5.0874
H -2.7469 1.3562 0.2993
H 2.3071 2.2222 3.5696
H 0.3568 -3.0645 1.1225
H 1.0978 2.9759 -3.5360
H 4.1305 1.3899 -1.2053
H 5.7201 -1.0685 2.1922
H 2.1016 0.6295 2.8244
H 1.2395 1.5941 -5.4603
H 5.3793 2.3089 -0.3248
H 2.1661 -3.4581 2.4195
H -3.8232 0.2884 -2.4524
H -1.9408 2.4362 5.5585
H -3.1162 -3.5266 -0.6925
H -0.1411 2.9107 -1.3838
*
```

M: 607.59 g mol⁻¹
LUMO level (alpha / beta): 2.47 / 1.22 eV
Expectation value of S²: 8.8711
HOMO (alpha / beta): -2.33 / -4.54 eV
Orbital gap (alpha / beta): 4.80 / 5.76 eV

---

No. 3
Computed, not measured: C30H22F5IrN5O2STe as an isolated structure in a non-equilibrium geometry, with ωB97M-V/def2-TZVPD.

```
! RIJCOSX wB97M-V def2-TZVPD def2/J DEFGRID3
* xyz 1 5
Ir 0.1632 -0.1232 0.2271
Te -2.3029 2.1964 -0.2181
S -0.5010 0.6891 -2.8855
F -2.4460 1.2970 1.4201
F -2.3794 3.8362 0.6293
F -4.1608 2.2489 -0.1724
F -2.6295 0.5234 -1.0553
F -2.4637 3.0305 -1.8780
O -0.4931 2.0676 -0.2644
O 0.2362 -0.2373 -1.8952
N 1.9330 0.9890 0.3041
N -2.0224 -1.4192 2.4328
N 2.0521 1.1652 2.7022
N -1.2873 -1.6706 0.1796
N 0.1118 -0.1692 2.1263
C -3.6636 -3.1180 -0.2570
C -3.4264 -2.5273 0.9589
C 3.6189 2.1340 -0.9667
C -3.7487 -0.7292 -4.7164
C -0.7158 -0.4796 4.2230
C 4.2199 2.5926 0.2051
C -2.0169 -2.3785 -5.0438
C 0.9702 0.7102 5.5561
C 0.9846 0.4776 2.9921
C 3.6641 2.2324 1.4016
C -1.5228 -2.2998 -0.9641
C -0.9272 -0.7394 2.8904
C 2.5049 1.4322 1.4544
C 0.4989 0.2786 4.3236
C 0.7172 1.1104 -4.1061
C -3.3245 -1.9401 -5.2404
C -2.2096 -1.8247 1.2053
C 0.5676 2.3505 -4.7070
C 2.6650 0.6506 -5.4019
C -2.6735 -3.0393 -1.2288
C -0.9794 -0.3830 6.5851
C -1.4635 -0.8121 5.3930
C -2.8659 0.0587 -3.9878
C -1.5645 -0.3847 -3.8149
C 1.4748 2.7298 -5.6868
C 2.5171 1.8826 -6.0314
C 2.4987 1.3514 -0.8658
C 0.2326 0.3773 6.6717
C -1.1242 -1.5979 -4.3311
C 1.7594 0.2528 -4.4331
H 3.2264 2.1843 -6.7902
H 4.0046 2.3812 -1.9450
H -1.6929 -3.3242 -5.4574
H 1.3731 3.6926 -6.1683
H -1.5124 -0.6089 7.4984
H 0.5674 0.7030 7.6474
H -0.2364 3.0121 -4.4069
H -3.1880 0.9937 -3.5453
H 4.0727 2.5470 2.3500
H -4.7677 -0.3985 -4.8631
H 1.8803 1.2895 5.6262
H -4.1279 -2.5750 1.7784
H 3.4867 -0.0009 -5.6673
H -2.7828 -3.5081 -2.1964
H -0.7615 -2.2021 -1.7203
H -2.3797 -1.3791 5.3113
H -4.5875 -3.6477 -0.4434
H -0.1042 -1.9269 -4.1767
H -4.0140 -2.5513 -5.8075
H 2.0258 0.9727 -1.7517
H 1.8703 -0.6982 -3.9277
H 5.1037 3.2151 0.1719
*
```

M: 931.41 g mol⁻¹
LUMO level (alpha / beta): -2.75 / -6.21 eV
Energy above the lowest of the compared OMol25 structures with the same formula, charge and spin: 26.5 kJ/mol
Expectation value of S²: 6.0781
HOMO (alpha / beta): -8.96 / -11.26 eV
Orbital gap (alpha / beta): 6.21 / 5.05 eV

---

No. 4
Computed, not measured: C5H5FGaLiO4 as an isolated structure in a non-equilibrium geometry, with ωB97M-V/def2-TZVPD.

```
! RIJCOSX wB97M-V def2-TZVPD def2/J DEFGRID3
* xyz 3 2
Ga -0.3933 -1.1968 -1.2749
F 0.2441 -2.3258 0.1823
O -1.8435 -0.8985 -0.2762
O 2.0533 1.8630 -1.3330
O 2.3639 -0.2312 -2.1930
O 0.6042 0.3012 -0.9078
C -1.4114 -0.9602 1.0434
C 0.4000 1.3096 0.0903
C -0.7710 -2.2432 1.1578
C 1.7555 0.5993 -1.6027
C 1.1331 2.3820 -0.4373
Li -3.4881 -0.1873 -0.6339
H 0.6495 0.9407 1.0880
H -1.0836 0.5818 1.0300
H 1.3632 3.3501 -0.0039
H -1.0800 -0.5173 2.0029
H -0.4961 -2.7674 2.0680
*
```

M: 224.75 g mol⁻¹
LUMO level (alpha / beta): -15.65 / -15.70 eV
Expectation value of S²: 1.2540
HOMO (alpha / beta): -21.93 / -22.81 eV
Orbital gap (alpha / beta): 6.28 / 7.11 eV

---

No. 5
Computed, not measured: C3H4BrNO3 as an isolated structure in a non-equilibrium geometry, with ωB97M-V/def2-TZVPD.

```
! RIJCOSX wB97M-V def2-TZVPD def2/J DEFGRID3
* xyz 0 1
Br -1.0591 1.7963 1.8220
O -0.0651 -1.4280 0.9455
O 1.6447 0.6628 -0.7997
O 2.0968 -1.3841 1.5505
N -0.3928 0.7943 0.3670
C 1.0383 0.5432 0.4290
C -0.9522 -0.5309 0.2861
C 1.1502 -0.8557 1.0647
H -1.0217 -0.8150 -0.7766
H 1.6922 1.5847 1.1681
H 1.2104 0.1137 -1.4666
H -1.9424 -0.6112 0.7366
*
```

M: 181.97 g mol⁻¹
LUMO level: -0.32 eV
Energy above the lowest of the compared OMol25 structures with the same formula, charge and spin: 213.6 kJ/mol
HOMO: -9.93 eV
Orbital gap: 9.61 eV

---

No. 6
Computed, not measured: a 2-piece molecular cluster, Br2HOP overall in a non-equilibrium geometry, with ωB97M-V/def2-TZVPD.

```
! RIJCOSX wB97M-V def2-TZVPD def2/J DEFGRID3
* xyz 0 1
Br -1.2482 0.1611 -1.1129
Br 2.8989 0.7723 0.3035
P 3.2769 -1.4387 -0.2496
O 3.7805 -1.4245 -1.6020
H -2.2430 -0.8643 -1.2023
*
```

M: 207.79 g mol⁻¹
LUMO level: -1.32 eV
Energy above the lowest of the compared OMol25 structures with the same formula, charge and spin: 97.2 kJ/mol
SMILES: O=PBr.Br
HOMO: -10.63 eV
Orbital gap: 9.31 eV

---

No. 7
Computed, not measured: C40H50BrClCsNO4SSi as an isolated structure in a non-equilibrium geometry, with ωB97M-V/def2-TZVPD.

```
! RIJCOSX wB97M-V def2-TZVPD def2/J DEFGRID3
* xyz -2 1
Cs 0.4507 -1.5837 -1.2489
Br -0.2260 0.3875 6.3918
Cl -5.0810 -3.1288 4.9776
S -3.0664 -0.6535 -1.9275
Si 3.6109 1.6186 -1.8472
O -1.4834 -5.1913 0.3292
O 0.1150 -4.0315 -0.7506
O -2.5141 -1.2796 -3.1777
O -0.1030 -5.1682 2.6423
N 0.7790 1.9905 -2.0229
C 0.4795 -4.5428 1.5103
C 4.3336 2.4508 2.7331
C -2.8271 -2.8600 3.4743
C -0.2611 -0.1559 1.6502
C -4.6664 -3.6669 -2.1898
C 3.9960 3.2753 0.5012
C 7.0529 4.1034 -4.0251
C 5.8972 3.7397 -4.7038
C 4.9838 2.7092 -2.6860
C 0.4919 2.1833 -0.5923
C -3.5827 -3.7067 4.2594
C -0.4005 -4.6014 0.2493
C 3.5015 -0.1085 -2.1955
C -0.6236 3.2047 -0.3327
C -1.6534 -3.3295 2.9022
C -1.3531 0.5592 3.7688
C -3.4160 -3.3775 -1.3695
C -0.2377 0.1745 4.4894
C 3.9098 1.9757 -0.0063
C -3.1853 -5.0137 4.4890
C 4.2575 1.1531 2.2517
C -0.5281 4.3690 -1.3128
C 7.1784 3.7765 -2.6834
C -3.3938 -1.9965 -0.7299
C -5.3186 0.7823 -1.2183
C 2.0538 2.5546 -2.4532
C 4.0458 0.9238 0.8975
C -1.2497 -4.6403 3.1268
C -4.6027 2.1268 -1.1715
C 4.8898 3.0526 -4.0407
C 0.8690 -0.3606 3.8565
C -0.6977 3.8668 -2.7583
C 4.2017 3.5168 1.8519
C -1.3393 0.3772 2.3835
C 0.8312 -0.5031 2.4690
C -2.0151 -5.4968 3.9259
C -0.3478 2.3706 -2.8486
C -1.5744 -6.9156 4.1342
C -4.7715 -0.1615 -2.2816
C 6.1556 3.0979 -2.0296
H -3.5593 2.0155 -0.8818
H 0.4551 4.8356 -1.1999
H 5.7837 3.9880 -5.7537
H -2.3438 -7.4817 4.6595
H 8.0748 4.0549 -2.1400
H -0.6514 -6.9621 4.7165
H -2.5968 -1.9237 0.0121
H -4.6227 2.6117 -2.1495
H 4.3164 -0.7473 -1.8433
H -0.5523 3.5482 0.7022
H -1.2685 5.1408 -1.0819
H 4.2477 4.5352 2.2217
H -5.5772 -3.4765 -1.6132
H 3.9419 -0.0895 0.5289
H 4.3315 0.3174 2.9364
H 4.0070 2.7644 -4.6012
H 3.8957 4.1173 -0.1770
H -1.7262 4.0198 -3.1042
H -4.6851 -4.7134 -2.4958
H -2.2451 0.6907 1.8559
H 1.7398 -0.6508 4.4328
H 1.4058 2.5411 -0.1132
H -4.6985 -3.0602 -3.0959
H 2.0946 2.4693 -3.5461
H 1.3833 -5.1201 1.3073
H -1.0601 -2.6508 2.3019
H 1.7379 -0.9056 2.0140
H -5.3770 -1.0611 -2.3839
H 0.2480 1.2342 -0.1048
H -1.6058 2.7300 -0.4284
H -0.0530 4.4401 -3.4300
H -2.2151 0.9769 4.2786
H -0.1440 2.0871 -3.8843
H 3.3230 -0.2876 -3.2635
H -3.1297 -1.8351 3.3101
H -3.2792 -4.1078 -0.5701
H 4.4708 2.6315 3.7924
H -4.3330 -1.7527 -0.2283
H 6.2736 2.8654 -0.9775
H -3.7980 -5.6648 5.0999
H 0.7758 -3.5127 1.7327
H 7.8471 4.6342 -4.5381
H -2.5314 -3.4890 -1.9977
H 2.1396 3.6376 -2.2389
H -1.2107 1.7729 -2.5333
H -1.3671 -7.3960 3.1776
H -5.0758 2.7964 -0.4540
H -5.2648 0.3014 -0.2377
H -6.3828 0.9360 -1.4191
H -4.7037 0.3287 -3.2556
*
```

M: 917.26 g mol⁻¹
LUMO level: 3.64 eV
Energy above the lowest of the compared OMol25 structures with the same formula, charge and spin: 38.2 kJ/mol
HOMO: -1.29 eV
Orbital gap: 4.93 eV

---

No. 8
Computed, not measured: AlBH36O16 as an isolated structure in a non-equilibrium geometry, with ωB97M-V/def2-TZVPD.

```
! RIJCOSX wB97M-V def2-TZVPD def2/J DEFGRID3
* xyz 2 1
Al -0.2882 0.5055 -0.4138
O 1.9266 2.1175 -4.3418
O -2.7034 1.2312 1.4694
O -1.4807 3.3345 -0.0388
O -2.9515 0.9251 -1.6831
O 2.1197 0.2246 -2.2508
O 2.2785 -1.3776 3.0444
O 0.9927 -2.2810 -0.3175
O 1.7855 2.8097 -0.8100
O -0.3831 2.2042 -2.7725
O -0.1899 0.3653 4.8883
O 0.6444 2.3000 1.9368
O 2.4522 0.0386 0.8704
O -2.3591 -1.6069 -0.4808
O -0.6474 -3.9629 -1.8719
O -0.4460 -1.2506 -3.0402
O 0.3937 -3.9942 1.7232
B -0.6776 -1.1069 2.3523
H 1.3604 2.9005 1.7294
H -1.8165 3.5957 0.8186
H 2.6546 2.6356 -3.9986
H 0.1076 -3.1191 1.9852
H 2.8310 -0.3926 -2.0795
H -1.6516 -0.9171 2.7760
H 2.5387 -0.4161 1.7083
H 0.2892 2.3216 -3.4436
H -3.6278 0.8593 -1.0089
H -0.1926 -0.2499 4.1549
H 0.8305 2.0033 2.8277
H 2.7013 2.6477 -1.0366
H 2.3954 0.6964 -3.0366
H -2.2239 -1.8096 0.4448
H 1.7443 -2.5727 -0.8336
H -0.1320 -1.7985 2.9755
H -1.1941 2.4911 -3.1923
H -1.6006 -3.9817 -1.7872
H 0.7658 -3.0368 0.2243
H 1.6035 3.6832 -1.1566
H 0.4691 -4.4782 2.5455
H -0.0867 -0.2091 2.2574
H 1.3421 -1.2426 2.8988
H -1.9941 3.8464 -0.6638
H -2.9357 2.0584 1.8914
H -0.4367 -3.0391 -2.0075
H 1.9029 2.3260 -5.2757
H -0.8389 -1.5966 1.4044
H -0.7117 1.1068 4.5814
H -3.4348 0.9189 -2.5093
H 0.3690 -1.6824 -3.2965
H 3.3328 0.3628 0.6813
H -0.9512 -1.1909 -3.8510
H 2.3624 -1.4744 3.9929
H -2.9087 -2.3203 -0.8050
H -3.3293 0.5982 1.8212
*
```

M: 330.07 g mol⁻¹
LUMO level: -11.97 eV
Energy above the lowest of the compared OMol25 structures with the same formula, charge and spin: 13.7 kJ/mol
HOMO: -15.76 eV
Orbital gap: 3.79 eV

---

Question: Among the records above, which one has the highest M?
Answer: C30H22F5IrN5O2STe

---

Question: M of number 8 (AlBH36O16)?
Answer: 330.07 g mol⁻¹